(1)
C34H35N4O2S2SiV | wB97M-V/def2-TZVPD

Calculated values
Net charge = +1
Spin multiplicity = 2
Orbital gap (alpha / beta) = 6.407 / 6.305 eV

Geometry (Å):
V (-0.331, -1.088, -0.368)
C (-3.354, -3.833, 0.738)
C (-2.178, -2.911, 0.722)
N (-1.616, -2.462, -0.441)
N (-2.223, -2.840, -1.620)
C (-1.763, -2.365, -2.782)
N (-2.455, -2.674, -3.888)
S (-0.367, -1.406, -2.863)
C (-1.504, -2.418, 1.829)
C (-1.776, -2.721, 3.195)
C (-0.968, -2.231, 4.167)
C (0.144, -1.411, 3.826)
C (0.352, -1.106, 2.526)
N (-0.453, -1.569, 1.518)
H (-4.237, -3.390, 0.264)
H (-3.644, -4.064, 1.758)
H (-3.138, -4.783, 0.240)
H (-3.128, -3.290, -1.558)
H (-3.215, -3.333, -3.885)
H (-2.096, -2.367, -4.776)
H (-2.617, -3.348, 3.450)
H (-1.171, -2.464, 5.203)
H (0.796, -1.003, 4.584)
H (1.154, -0.442, 2.226)
C (8.110, -0.682, -1.153)
C (6.683, -1.156, -1.162)
C (6.250, -2.112, -2.077)
C (4.935, -2.550, -2.084)
C (4.055, -2.036, -1.144)
C (4.450, -1.076, -0.225)
C (5.765, -0.642, -0.246)
S (2.392, -2.635, -1.158)
C (2.562, -4.015, -0.040)
O (1.616, -1.611, -0.316)
H (8.646, -1.018, -2.038)
H (8.633, -1.067, -0.276)
H (8.161, 0.405, -1.112)
H (6.946, -2.508, -2.805)
H (4.603, -3.273, -2.819)
H (3.739, -0.669, 0.481)
H (6.085, 0.113, 0.461)
H (2.951, -3.634, 0.903)
H (3.247, -4.732, -0.489)
H (1.575, -4.457, 0.089)
O (-1.520, 0.257, -0.467)
Si (-1.696, 1.862, -0.123)
C (-0.448, 2.784, -1.164)
C (-0.732, 4.028, -1.728)
C (0.216, 4.709, -2.482)
C (1.471, 4.154, -2.686)
C (1.779, 2.918, -2.132)
C (0.824, 2.248, -1.382)
C (-3.434, 2.382, -0.506)
C (-4.103, 1.842, -1.609)
C (-5.389, 2.248, -1.933)
C (-6.027, 3.206, -1.156)
C (-5.381, 3.753, -0.057)
C (-4.094, 3.341, 0.266)
C (-1.335, 2.141, 1.683)
C (-0.320, 2.999, 2.114)
C (-0.065, 3.178, 3.469)
C (-0.821, 2.497, 4.413)
C (-1.832, 1.637, 4.003)
C (-2.084, 1.463, 2.652)
H (-1.713, 4.470, -1.586)
H (-0.026, 5.671, -2.914)
H (2.208, 4.681, -3.276)
H (2.758, 2.482, -2.285)
H (1.098, 1.286, -0.948)
H (-3.608, 1.098, -2.224)
H (-5.894, 1.825, -2.792)
H (-7.030, 3.526, -1.407)
H (-5.879, 4.498, 0.550)
H (-3.602, 3.767, 1.133)
H (0.275, 3.537, 1.385)
H (0.719, 3.853, 3.788)
H (-0.626, 2.640, 5.468)
H (-2.425, 1.106, 4.738)
H (-2.879, 0.789, 2.344)

Cartesian forces (eV/Å) of the 2 atoms listed first:
-0.86 0.24 -0.73
-0.01 0.05 -0.09

Atomic partial charges in e from the Mulliken method, atoms 1 to 4:
1 V -0.37
2 C -2.05
3 C 1.07
4 N 0.85



(2)
C34H36GdN8O7S | wB97M-V/def2-TZVPD

Calculated values
Net charge = -1
Spin multiplicity = 8
Orbital gap (alpha / beta) = 6.738 / 6.745 eV

Geometry (Å):
Gd (0.995, 0.277, -0.189)
C (3.782, 0.046, -4.070)
C (4.176, 0.196, -2.605)
C (5.601, -0.185, -2.339)
C (6.151, -0.288, -1.124)
C (5.514, -0.058, 0.162)
C (4.236, 0.306, 0.383)
N (3.251, 0.435, -0.591)
C (3.740, 0.659, 1.732)
C (4.537, 0.677, 2.878)
C (3.966, 1.018, 4.084)
C (2.620, 1.353, 4.143)
C (1.889, 1.315, 2.970)
N (2.442, 0.971, 1.804)
C (0.441, 1.678, 2.914)
C (-0.311, 1.864, 4.062)
C (-1.646, 2.215, 3.941)
C (-2.177, 2.395, 2.681)
C (-1.370, 2.181, 1.568)
C (-1.911, 2.371, 0.183)
N (-0.091, 1.804, 1.687)
H (4.433, -0.658, -4.591)
H (3.846, 1.006, -4.588)
H (2.757, -0.318, -4.145)
H (6.220, -0.421, -3.198)
H (7.194, -0.583, -1.075)
H (6.161, -0.185, 1.021)
H (5.587, 0.435, 2.823)
H (4.568, 1.034, 4.984)
H (2.171, 1.643, 5.081)
H (0.126, 1.713, 5.038)
H (-2.266, 2.329, 4.821)
H (-3.215, 2.670, 2.550)
H (-2.965, 2.098, 0.138)
H (-1.356, 1.775, -0.540)
H (-1.820, 3.424, -0.103)
N (1.744, 2.649, -1.189)
C (2.458, 2.118, -2.373)
C (3.834, 1.592, -1.952)
O (4.691, 2.408, -1.594)
N (3.245, -0.521, -1.669)
C (3.483, -1.916, -1.322)
C (2.335, -2.529, -0.509)
O (2.104, -3.714, -0.653)
O (1.719, -1.718, 0.299)
H (0.983, 3.245, -1.496)
H (2.407, 3.231, -0.681)
H (2.663, 2.898, -3.112)
H (1.838, 1.347, -2.816)
H (4.400, -2.075, -0.746)
H (3.574, -2.476, -2.252)
C (-2.404, 0.450, -2.889)
C (-0.899, 0.292, -3.123)
C (-0.612, -1.107, -3.688)
C (-0.460, 1.338, -4.159)
O (-0.204, 0.476, -1.925)
H (-2.969, 0.162, -3.780)
H (-2.643, 1.491, -2.653)
H (-2.723, -0.174, -2.053)
H (-0.832, -1.154, -4.758)
H (-1.211, -1.872, -3.189)
H (0.443, -1.345, -3.536)
H (-1.149, 1.355, -5.007)
H (0.541, 1.120, -4.539)
H (-0.449, 2.329, -3.699)
O (-6.218, -0.718, 4.808)
S (-7.350, -1.574, 4.492)
O (-8.589, -0.887, 4.221)
O (-7.447, -2.787, 5.270)
C (-6.836, -2.211, 2.867)
N (-7.620, -2.834, 2.012)
C (-7.097, -3.289, 0.831)
C (-5.798, -3.136, 0.467)
C (-4.939, -2.444, 1.372)
N (-5.588, -2.071, 2.531)
C (-3.595, -2.076, 1.180)
C (-2.886, -2.266, -0.030)
C (-1.628, -1.734, -0.161)
N (-1.008, -1.016, 0.792)
C (-1.635, -0.931, 1.979)
C (-2.886, -1.427, 2.224)
H (-7.796, -3.789, 0.173)
H (-5.427, -3.523, -0.471)
H (-3.321, -2.797, -0.865)
H (-1.080, -1.858, -1.085)
H (-1.098, -0.418, 2.768)
H (-3.344, -1.307, 3.199)

Cartesian forces (eV/Å) of the 2 atoms listed first:
-0.39 0.84 -0.16
0.05 -0.01 0.01

Atomic partial charges in e from the Mulliken method, atoms 1 to 4:
1 Gd 0.03
2 C -1.60
3 C 1.66
4 C -1.26



(3)
C34H36N4PS2Zr | wB97M-V/def2-TZVPD

Calculated values
Net charge = +1
Orbital gap = 7.307 eV

Geometry (Å):
Zr (-0.067, -0.161, -0.141)
N (-0.076, 2.044, 1.196)
C (1.008, 2.975, 0.803)
C (1.197, 2.957, -0.705)
N (1.447, 1.573, -1.135)
H (-0.951, 2.558, 1.226)
H (0.084, 1.744, 2.153)
H (1.931, 2.655, 1.284)
H (0.800, 3.994, 1.133)
H (2.012, 3.635, -0.969)
H (0.294, 3.315, -1.201)
H (2.381, 1.289, -0.858)
H (1.438, 1.519, -2.147)
C (-2.277, 2.188, -1.174)
C (-1.740, 1.463, -2.373)
C (-2.245, 1.815, -3.638)
C (-1.882, 1.091, -4.729)
C (-0.977, 0.016, -4.592)
C (-0.625, -0.801, -5.682)
C (0.258, -1.831, -5.506)
C (0.846, -2.043, -4.255)
C (0.537, -1.257, -3.164)
S (1.399, -1.535, -1.664)
C (-0.430, -0.226, -3.306)
N (-0.837, 0.504, -2.207)
H (-3.359, 2.250, -1.266)
H (-1.882, 3.205, -1.105)
H (-2.071, 1.638, -0.258)
H (-2.955, 2.627, -3.709)
H (-2.288, 1.318, -5.708)
H (-1.065, -0.604, -6.650)
H (0.515, -2.479, -6.332)
H (1.570, -2.837, -4.122)
C (0.121, -4.199, 1.489)
C (-1.155, -4.109, 2.280)
C (-1.800, -5.263, 2.706)
C (-2.948, -5.199, 3.480)
C (-3.482, -3.973, 3.841)
C (-2.867, -2.806, 3.420)
C (-1.709, -2.870, 2.650)
P (-0.824, -1.368, 2.149)
C (-1.934, 0.005, 2.687)
C (-3.003, 0.126, 1.785)
C (-3.940, 1.140, 1.886)
C (-3.806, 2.074, 2.899)
C (-2.767, 1.955, 3.809)
C (-1.820, 0.931, 3.742)
C (-0.768, 0.886, 4.820)
C (0.657, -1.402, 3.194)
C (0.711, -2.024, 4.439)
C (1.845, -1.900, 5.219)
C (2.918, -1.148, 4.749)
C (2.885, -0.592, 3.482)
C (1.768, -0.747, 2.656)
C (1.797, -0.336, 1.208)
H (0.281, -5.214, 1.130)
H (0.978, -3.924, 2.109)
H (0.113, -3.532, 0.624)
H (-1.398, -6.229, 2.425)
H (-3.430, -6.113, 3.802)
H (-4.379, -3.922, 4.444)
H (-3.285, -1.846, 3.693)
H (-3.128, -0.625, 1.011)
H (-4.764, 1.188, 1.185)
H (-4.515, 2.886, 2.995)
H (-2.695, 2.672, 4.619)
H (-0.911, 1.715, 5.511)
H (0.245, 0.947, 4.421)
H (-0.836, -0.039, 5.387)
H (-0.145, -2.585, 4.797)
H (1.895, -2.376, 6.189)
H (3.800, -1.025, 5.363)
H (3.754, -0.063, 3.107)
H (2.293, -1.173, 0.692)
H (2.502, 0.497, 1.113)
S (-1.831, -2.131, -0.846)
C (-3.149, -1.181, -1.183)
N (-4.071, -0.519, -1.420)

Cartesian forces (eV/Å) of the 2 atoms listed first:
0.43 -0.03 -0.23
0.13 -0.27 -0.18

Atomic partial charges in e from the Mulliken method, atoms 1 to 4:
1 Zr -0.90
2 N -0.11
3 C -0.72
4 C -0.50



(4)
C34H36N5P | wB97M-V/def2-TZVPD

Calculated values
Net charge = 0
SMILES string = CN(C)c1ccc(P(c2ccc(N(C)C)cc2)c2ccc(N(C)C)cc2)cc1.N#CC(C#N)=Cc1ccccc1
Orbital gap = 6.514 eV

Geometry (Å):
C (-3.344, -2.219, -4.668)
N (-3.604, -1.115, -3.772)
C (-4.500, -0.127, -4.344)
C (-2.892, -0.927, -2.616)
C (-3.268, 0.084, -1.679)
C (-2.462, 0.358, -0.587)
C (-1.271, -0.365, -0.358)
P (-0.171, 0.175, 1.025)
C (1.427, -0.637, 0.526)
C (2.232, -0.175, -0.527)
C (3.355, -0.874, -0.953)
C (3.709, -2.101, -0.329)
N (4.705, -2.879, -0.849)
C (5.334, -3.965, -0.124)
C (5.388, -2.548, -2.082)
C (2.955, -2.517, 0.814)
C (1.832, -1.806, 1.216)
C (0.153, 1.900, 0.436)
C (0.492, 2.883, 1.390)
C (0.895, 4.148, 0.992)
C (1.046, 4.462, -0.393)
N (1.663, 5.614, -0.794)
C (1.960, 5.903, -2.181)
C (1.899, 6.741, 0.086)
C (0.594, 3.508, -1.346)
C (0.161, 2.256, -0.926)
C (-0.966, -1.440, -1.210)
C (-1.744, -1.712, -2.329)
H (-2.989, -3.095, -4.123)
H (-4.277, -2.472, -5.188)
H (-2.603, -1.944, -5.434)
H (-4.565, 0.778, -3.738)
H (-4.147, 0.145, -5.352)
H (-5.506, -0.560, -4.460)
H (-4.187, 0.650, -1.837)
H (-2.727, 1.176, 0.089)
H (1.973, 0.738, -1.050)
H (3.947, -0.474, -1.776)
H (4.737, -4.281, 0.733)
H (5.459, -4.814, -0.810)
H (6.338, -3.670, 0.226)
H (4.697, -2.170, -2.840)
H (6.182, -1.804, -1.927)
H (5.855, -3.465, -2.453)
H (3.232, -3.425, 1.356)
H (1.234, -2.159, 2.059)
H (0.442, 2.639, 2.450)
H (1.134, 4.889, 1.758)
H (2.322, 5.020, -2.713)
H (1.088, 6.305, -2.717)
H (2.742, 6.670, -2.192)
H (1.825, 6.460, 1.138)
H (2.908, 7.128, -0.111)
H (1.183, 7.554, -0.119)
H (0.605, 3.736, -2.412)
H (-0.125, 1.522, -1.678)
H (-0.075, -2.041, -1.035)
H (-1.426, -2.502, -3.011)
N (-2.118, 3.257, 3.578)
C (-2.221, 2.091, 3.557)
C (-2.446, 0.689, 3.614)
C (-3.815, 0.362, 3.815)
N (-4.955, 0.146, 4.010)
C (-1.438, -0.254, 3.624)
C (-1.758, -1.657, 3.940)
C (-2.843, -2.294, 3.305)
C (-3.145, -3.628, 3.563)
C (-2.388, -4.360, 4.488)
C (-1.318, -3.737, 5.149)
C (-0.999, -2.404, 4.877)
H (-0.383, 0.063, 3.562)
H (-3.451, -1.739, 2.588)
H (-4.001, -4.093, 3.064)
H (-2.635, -5.404, 4.698)
H (-0.750, -4.289, 5.903)
H (-0.188, -1.908, 5.409)

Cartesian forces (eV/Å) of the 2 atoms listed first:
0.03 0.17 0.01
-0.52 -0.18 -0.31

Atomic partial charges in e from the Mulliken method, atoms 1 to 4:
1 C -1.23
2 N 0.05
3 C -0.99
4 C 1.78



(5)
C34H37BIrN3O6 | wB97M-V/def2-TZVPD

Calculated values
Net charge = +1
Spin multiplicity = 6
Orbital gap (alpha / beta) = 7.651 / 4.870 eV

Geometry (Å):
Ir (-0.056, 1.145, 0.027)
C (-0.805, -4.692, 3.445)
C (-2.194, -4.381, 2.860)
C (-3.069, -3.370, 3.619)
C (-2.195, -4.211, 1.341)
C (-2.688, -5.317, 0.660)
C (-2.833, -5.354, -0.716)
C (-2.503, -4.242, -1.463)
C (-2.002, -3.104, -0.851)
C (-1.648, -1.951, -1.769)
C (-2.243, -0.605, -1.368)
C (-0.136, -1.894, -2.001)
C (-1.802, -3.075, 0.560)
N (-1.258, -1.872, 1.006)
C (-0.875, -1.659, 2.228)
C (-0.504, -0.402, 2.757)
C (-0.226, -0.258, 4.160)
C (-0.030, 1.060, 4.389)
C (-0.176, 1.730, 3.116)
N (-0.447, 0.836, 2.148)
C (-0.078, 3.218, 2.910)
C (1.113, 3.549, 1.998)
C (-1.397, 3.740, 2.321)
C (0.156, 3.919, 4.253)
H (-0.853, -4.728, 4.534)
H (-0.014, -3.997, 3.164)
H (-0.483, -5.674, 3.096)
H (-2.735, -5.317, 3.007)
H (-2.845, -2.320, 3.444)
H (-2.996, -3.551, 4.692)
H (-4.111, -3.515, 3.331)
H (-2.985, -6.183, 1.236)
H (-3.226, -6.241, -1.196)
H (-2.643, -4.245, -2.536)
H (-2.098, -2.201, -2.734)
H (-1.585, -0.134, -0.619)
H (-3.199, -0.712, -0.855)
H (-2.371, 0.061, -2.220)
H (0.380, -1.720, -1.055)
H (0.124, -1.090, -2.694)
H (0.223, -2.834, -2.422)
H (-0.845, -2.438, 2.973)
H (-0.221, -1.070, 4.870)
H (0.178, 1.541, 5.328)
H (0.956, 3.262, 0.956)
H (2.032, 3.083, 2.359)
H (1.256, 4.630, 1.982)
H (-1.660, 3.267, 1.378)
H (-1.301, 4.808, 2.125)
H (-2.213, 3.590, 3.030)
H (1.108, 3.635, 4.705)
H (-0.646, 3.710, 4.963)
H (0.177, 4.996, 4.088)
O (-0.545, 4.996, -1.188)
C (-0.545, 3.847, -1.558)
O (-0.784, 2.843, -0.732)
C (-0.274, 3.472, -2.990)
C (-0.137, 4.499, -3.920)
C (0.146, 4.212, -5.245)
C (0.292, 2.886, -5.609)
C (0.155, 1.843, -4.714)
C (-0.134, 2.150, -3.396)
N (0.616, 2.565, -7.018)
O (0.754, 3.493, -7.784)
O (0.623, 1.392, -7.334)
H (-0.250, 5.519, -3.583)
H (0.259, 4.990, -5.985)
H (0.270, 0.825, -5.056)
H (-0.253, 1.349, -2.676)
O (2.433, 0.562, -1.805)
B (1.792, 0.522, -0.491)
O (2.860, 0.032, 0.392)
C (3.947, -0.147, -0.314)
C (5.206, -0.576, 0.105)
C (6.155, -0.670, -0.877)
C (5.884, -0.348, -2.253)
C (4.655, 0.077, -2.681)
C (3.678, 0.178, -1.690)
H (5.404, -0.817, 1.139)
H (7.155, -0.999, -0.628)
H (6.695, -0.448, -2.960)
H (4.440, 0.327, -3.709)

Cartesian forces (eV/Å) of the 2 atoms listed first:
0.45 -0.40 -0.09
0.05 -0.01 0.01

Atomic partial charges in e from the Mulliken method, atoms 1 to 4:
1 Ir 2.18
2 C -1.36
3 C 0.21
4 C -1.46



(6)
C34H37BrN3OSSiTa | wB97M-V/def2-TZVPD

Calculated values
Net charge = +2
Orbital gap = 6.832 eV

Geometry (Å):
Ta (0.202, -0.377, -0.831)
Br (-4.900, 4.893, -2.094)
C (-3.565, 3.530, -2.074)
C (-2.428, 3.819, -2.800)
C (-1.386, 2.923, -2.893)
C (-1.426, 1.786, -2.145)
O (-0.442, 0.917, -2.084)
C (-2.641, 1.383, -1.484)
C (-2.839, 0.110, -0.771)
N (-1.942, -0.816, -0.482)
C (-2.180, -1.789, 0.511)
C (-3.410, -2.368, 0.799)
C (-3.621, -3.188, 1.949)
C (-2.599, -3.383, 2.789)
C (-1.332, -2.932, 2.467)
C (-0.283, -3.081, 3.399)
C (0.919, -2.540, 3.160)
C (1.149, -1.859, 1.951)
N (0.159, -1.563, 1.112)
C (-1.065, -2.174, 1.300)
C (-3.741, 2.287, -1.496)
H (-2.401, 4.784, -3.278)
H (-0.488, 3.167, -3.484)
H (-3.859, -0.029, -0.353)
H (-4.230, -2.144, 0.179)
H (-4.553, -3.679, 2.126)
H (-2.782, -3.955, 3.690)
H (-0.498, -3.656, 4.282)
H (1.703, -2.668, 3.872)
H (2.133, -1.500, 1.741)
H (-4.620, 2.104, -0.927)
C (0.818, -2.772, -1.169)
C (1.936, -1.959, -1.658)
C (1.565, -1.237, -2.795)
C (0.162, -1.519, -3.049)
C (-0.232, -2.488, -2.103)
C (-1.521, -3.217, -2.208)
C (-0.584, -0.999, -4.246)
C (2.402, -0.448, -3.745)
C (3.335, -2.234, -1.159)
C (0.951, -3.940, -0.252)
H (-1.461, -4.195, -1.731)
H (-1.886, -3.392, -3.228)
H (-2.313, -2.617, -1.767)
H (0.090, -0.475, -4.936)
H (-1.393, -0.292, -4.007)
H (-0.967, -1.842, -4.818)
H (1.812, -0.103, -4.608)
H (3.146, -1.161, -4.038)
H (2.855, 0.474, -3.277)
H (3.433, -2.324, -0.026)
H (4.080, -1.483, -1.519)
H (3.652, -3.208, -1.513)
H (-0.033, -4.216, 0.164)
H (1.692, -3.826, 0.523)
H (1.301, -4.843, -0.777)
C (0.058, 2.118, 4.031)
Si (0.907, 3.468, 2.974)
C (2.117, 4.322, 4.151)
C (-0.451, 4.529, 2.225)
C (1.837, 2.630, 1.454)
C (3.123, 2.903, 1.108)
C (3.817, 2.169, 0.098)
C (3.203, 1.076, -0.390)
N (1.916, 0.759, -0.091)
C (1.238, 1.538, 0.798)
S (-0.424, 1.121, 1.020)
H (-0.555, 2.628, 4.818)
H (0.747, 1.379, 4.510)
H (-0.575, 1.509, 3.428)
H (1.470, 4.734, 4.956)
H (2.751, 5.158, 3.731)
H (2.805, 3.526, 4.553)
H (-0.007, 5.113, 1.365)
H (-0.861, 5.201, 2.967)
H (-1.236, 3.948, 1.800)
H (3.676, 3.710, 1.593)
H (4.910, 2.292, -0.113)
H (3.662, 0.487, -1.174)

Cartesian forces (eV/Å) of the 2 atoms listed first:
0.92 -2.17 -0.36
0.12 -0.57 0.30

Atomic partial charges in e from the Mulliken method, atoms 1 to 4:
1 Ta 0.68
2 Br -0.12
3 C -0.39
4 C -0.42



| no. | energy (eV) |
| --- | --- |
| 1 | -101115.107 |
| 2 | -93769.121 |
| 3 | -74041.240 |
| 4 | -52578.846 |
| 5 | -56117.752 |
| 6 | -132673.862 |